This record from the Open Molecules 2025 dataset describes an isolated ion of composition C4H10NS2 and charge +1 at a distorted geometry. The level of theory is ωB97M-V/def2-TZVPD.

- Kohn-Sham gap: 9.60 eV
- LUMO energy: -4.28 eV
- Net charge: +1

XYZ file:
```
17
C4H10NS2 (ωB97M-V/def2-TZVPD)
C 0.10693 -0.14852 0.95653
C 0.27892 0.67993 -1.28272
C 2.10677 -0.57371 -0.20005
C -2.54501 0.56540 0.06302
N 0.77930 -0.04963 -0.12384
S 0.97109 -1.02973 2.62036
S -1.52079 0.08469 1.53308
H -0.33339 1.42917 -0.89116
H -0.26207 0.04044 -2.04252
H 1.02359 1.06208 -1.91963
H 2.16580 -1.60033 -0.11748
H 2.81413 -0.28921 0.66731
H 2.40935 -0.14807 -1.16063
H -3.57061 0.55800 0.64429
H -2.57650 -0.05889 -0.68818
H -2.20761 1.57077 -0.18974
H 0.36010 -2.09238 2.13135
```

This record from the Open Molecules 2025 dataset describes C4H10O in the gas phase at a distorted geometry. The level of theory is ωB97M-V/def2-TZVPD.

- Kohn-Sham gap: 10.87 eV
- LUMO energy: 1.16 eV
- SMILES: CCCOC

XYZ file:
```
15
C4H10O (ωB97M-V/def2-TZVPD)
C 1.29496 -1.03990 -1.54252
C 0.27258 0.03595 -1.18700
C 0.13436 0.07229 0.31963
O -0.68501 1.15500 0.72005
C -1.45977 0.95087 1.88293
H 1.25327 -1.87838 -0.83271
H 1.03297 -1.42798 -2.52350
H 2.32554 -0.66838 -1.56959
H -0.66223 -0.17846 -1.71240
H 0.61176 1.02497 -1.52095
H 1.21031 0.07711 0.62828
H -0.27357 -0.86339 0.72874
H -2.10367 1.82836 2.01907
H -2.11953 0.06834 1.81222
H -0.83197 0.84361 2.77775
```

This record from the Open Molecules 2025 dataset describes C4H10O in the gas phase at a distorted geometry. The level of theory is ωB97M-V/def2-TZVPD.

- Kohn-Sham gap: 10.87 eV
- LUMO energy: 1.15 eV
- SMILES: CCOCC

XYZ file:
```
15
C4H10O (ωB97M-V/def2-TZVPD)
C 0.22154 -1.99620 -0.95094
C -0.64061 -0.70175 -1.00070
C 0.27369 0.62993 0.82715
C 0.19812 2.15313 1.07706
H 0.55464 -2.20897 0.10558
H 1.13313 -1.90713 -1.59684
H -0.40733 -2.86537 -1.29069
H -1.64108 -0.94391 -0.51486
H -0.90185 -0.46424 -2.04877
H -0.54673 0.01789 1.45759
H 1.25827 0.16298 1.08575
H 0.55676 2.31869 2.12710
H 0.88661 2.79788 0.33521
H -0.90504 2.50907 0.93226
O -0.04013 0.49801 -0.54489
```

This record from the Open Molecules 2025 dataset describes a 2-piece molecular cluster, C4H10O overall at a distorted geometry. The level of theory is ωB97M-V/def2-TZVPD.

- Kohn-Sham gap (spin up / spin down): 8.95 / 8.95 eV
- LUMO energy (spin up / spin down): 0.25 / 0.25 eV

XYZ file:
```
15
C4H10O (ωB97M-V/def2-TZVPD)
C 0.24882 1.49735 -0.22455
C -0.16102 -0.42682 1.28271
C 0.45341 -0.97481 -1.18470
C 0.09553 -0.03045 -0.12593
O -2.10091 -0.22699 -0.60606
H 1.19488 1.86055 0.11065
H 0.15124 1.71812 -1.24534
H -0.58349 1.95953 0.21330
H 0.68961 0.26815 1.85595
H -0.14139 -1.40231 1.59101
H -1.11110 -0.01302 1.48164
H 0.41333 -0.59116 -2.14172
H 1.53340 -1.04110 -1.00423
H -0.03026 -1.90156 -1.06941
H -2.52434 0.62830 -0.38730
```

This record from the Open Molecules 2025 dataset describes a 2-piece molecular cluster, C4H10O overall. The level of theory is ωB97M-V/def2-TZVPD.

- Kohn-Sham gap: 9.45 eV
- LUMO energy: 0.86 eV
- SMILES: C/C=C\O.C

XYZ file:
```
15
C4H10O (ωB97M-V/def2-TZVPD)
C -0.32520 -1.71323 -2.05383
C 0.71073 -1.33574 -1.03671
C 0.43379 -0.80533 0.15099
C -0.06732 2.40166 1.66697
O -0.85026 -0.56169 0.55768
H -1.31972 -1.39614 -1.72942
H -0.35027 -2.79830 -2.21456
H -0.11546 -1.24847 -3.02474
H 1.75782 -1.50824 -1.27104
H -0.34165 2.01358 0.68286
H 1.21645 -0.53871 0.86015
H 0.94189 2.07024 1.92518
H -0.08638 3.49305 1.64611
H -0.77551 2.05270 2.42443
H -0.82891 -0.12538 1.41592
```

This record from the Open Molecules 2025 dataset describes a 3-piece molecular cluster, C4H10O overall. The level of theory is ωB97M-V/def2-TZVPD.

- Kohn-Sham gap: 11.02 eV
- LUMO energy: 1.11 eV
- SMILES: [H][H].CC=O.C=C

XYZ file:
```
15
C4H10O (ωB97M-V/def2-TZVPD)
C -0.23525 -1.54005 -1.47029
C -0.36105 -0.24090 -1.71949
C 0.25137 0.63396 1.22643
C 0.93141 1.85343 0.66327
O -0.89401 0.62671 1.61427
H -1.33893 -2.34920 1.51303
H 0.64430 -2.10162 -1.77644
H -1.00959 -2.09426 -0.94597
H 0.40924 0.31893 -2.24597
H -1.24182 0.31484 -1.40559
H 0.87448 -0.28257 1.28880
H 1.59034 1.58563 -0.16855
H 0.18280 2.58150 0.34240
H 1.55249 2.30717 1.44586
H -1.35578 -1.61359 1.63826
```

This record from the Open Molecules 2025 dataset describes C4H10O in the gas phase at a distorted geometry. The level of theory is ωB97M-V/def2-TZVPD.

- Kohn-Sham gap: 10.72 eV
- LUMO energy: 1.15 eV
- SMILES: CCCOC

XYZ file:
```
15
C4H10O (ωB97M-V/def2-TZVPD)
C -2.14026 0.27397 0.54963
C -1.09551 -0.38913 -0.33795
C 0.23651 -0.03683 0.25519
O 1.28729 -0.73048 -0.42702
C 2.55288 -0.08255 -0.50920
H -1.82476 1.26077 0.92376
H -2.92431 0.47423 -0.18576
H -2.55190 -0.34408 1.35759
H -1.32132 -0.05389 -1.35185
H -1.20149 -1.48268 -0.31674
H -0.25155 -0.14596 1.39273
H 0.50401 1.02281 0.26691
H 3.24445 -0.73097 -1.06726
H 2.51729 0.88580 -1.04037
H 2.96865 0.07898 0.49032
```

This record from the Open Molecules 2025 dataset describes C4H10O in the gas phase at a distorted geometry. The level of theory is ωB97M-V/def2-TZVPD.

- Kohn-Sham gap: 11.28 eV
- LUMO energy: 0.99 eV
- SMILES: CC[C@H](C)O

XYZ file:
```
15
C4H10O (ωB97M-V/def2-TZVPD)
C 1.49142 -0.16012 -0.54555
C 0.71891 0.26314 0.73978
C -0.74054 0.34123 0.47824
C -1.33824 -0.91313 -0.19901
H 2.58248 0.14371 -0.41906
H 1.00298 0.32209 -1.47451
H 1.50872 -1.32473 -0.68596
H 1.01953 1.27752 1.15632
H 0.83606 -0.42815 1.59535
H -1.35438 0.58526 1.33221
H -2.34168 -0.70624 -0.49387
H -0.72745 -1.05126 -1.11770
H -1.35983 -1.81357 0.50350
H -0.42622 2.13992 -0.31251
O -0.87174 1.32433 -0.55724
```

This record from the Open Molecules 2025 dataset describes a 2-piece molecular cluster, C4H10O overall at a distorted geometry. The level of theory is ωB97M-V/def2-TZVPD.

- <S²>: 0.755
- Kohn-Sham gap (spin up / spin down): 9.24 / 3.00 eV
- LUMO energy (spin up / spin down): -3.99 / -10.23 eV
- Net charge: +1
- Multiplicity: 2

XYZ file:
```
15
C4H10O (ωB97M-V/def2-TZVPD)
C 0.13563 2.04531 2.61356
C -0.29451 0.79969 2.72599
H 0.81878 2.55565 3.28556
H -0.27363 2.68722 1.85130
H 0.01325 0.12479 3.51190
H -1.03112 0.38724 2.05178
C 0.47163 -0.62495 -1.91707
O 0.57288 -0.06805 -0.68522
C -0.64835 -1.66607 -1.99248
H 0.13468 0.23045 -2.59699
H 1.45302 -0.96146 -2.28112
H 1.45821 0.31303 -0.48422
H -0.82517 -2.08599 -1.00895
H -1.60097 -1.28231 -2.36812
H -0.38434 -2.45454 -2.70590
```

This record from the Open Molecules 2025 dataset describes a 2-piece molecular cluster, C4H10O2 overall. The level of theory is ωB97M-V/def2-TZVPD.

- Kohn-Sham gap: 9.66 eV
- LUMO energy: 0.93 eV

XYZ file:
```
16
C4H10O2 (ωB97M-V/def2-TZVPD)
C -1.05297 -1.55191 -1.04016
O -0.97003 -0.34122 -0.26318
C -0.80811 0.75542 -0.96847
C -0.70802 1.89375 0.00675
C 2.18328 -0.14996 0.04646
O 1.50598 -1.14036 0.78491
H -1.94353 -1.51426 -1.66914
H -0.15861 -1.65057 -1.65696
H -1.11484 -2.37577 -0.32810
H 1.65919 0.10808 -0.89230
H -1.57255 2.54693 -0.17101
H 0.17266 2.49238 -0.25430
H -0.67561 1.60799 1.06796
H 3.16578 -0.55267 -0.21307
H 2.33167 0.77832 0.62095
H 0.60812 -0.81434 0.93671
```

The evaluated ΔE to the lowest compared entry with this formula, charge and spin for the records listed, in turn: 41.2, 21.8, 30.0, 83.6, 22.3, 54.8, 45.7, 18.1, 53.5, 85.8 kcal per mole.
The evaluated total energy for the records listed, in turn: -1009.2004, -233.6102, -233.5972, -233.5117, -233.6094, -233.5576, -233.5721, -233.6160, -233.2113, -308.7614 a.u..